1.
Formula: C39H44CoFN7O4SSe
Source: the OMol25 dataset
Level of theory: wB97M-V/def2-TZVPD

Results
Charge: -2
Expectation value of S²: 3.76
Orbital gap (spin up / spin down): 5.97 / 6.00 eV
HOMO level (spin up / spin down): -2.00 / -2.03 eV
LUMO level (spin up / spin down): 3.97 / 3.97 eV
Maximum force: 0.0187 hartree/bohr
Multiplicity: 4

XYZ file:
```
98
Properties=species:S:1:pos:R:3:forces:R:3
Co -0.252786 -0.445839 -0.370927 0.12 0.25 0.92
O -1.708988 -1.357747 3.329511 -0.07 0.02 -0.02
C -1.412096 -0.833794 2.259374 0.24 -0.22 -0.12
O -0.436905 -1.197803 1.501391 -0.09 0.02 -0.03
C -2.232553 0.368306 1.692868 -0.05 0.09 -0.47
O -2.922899 1.066021 2.433142 0.03 -0.04 0.07
O -2.079066 0.529320 0.427383 0.06 -0.02 0.14
C 1.495571 0.682736 3.187737 -0.05 0.02 -0.06
C 2.387748 -0.242896 2.357714 0.05 0.03 -0.01
C 3.446861 -0.890441 3.257857 -0.05 0.07 0.00
C 3.019496 0.481616 1.179818 0.04 -0.02 0.02
C 3.822920 1.589399 1.431724 0.05 -0.03 -0.01
C 4.414903 2.304266 0.402685 -0.05 -0.04 0.02
C 4.204712 1.888002 -0.901058 -0.02 -0.03 -0.03
C 3.406670 0.783258 -1.202620 0.07 0.08 -0.05
C 3.244569 0.441422 -2.679443 -0.06 -0.08 0.06
C 3.629234 -0.997331 -3.035438 -0.02 0.01 0.01
C 1.848319 0.763362 -3.215856 0.06 -0.02 0.03
C 2.782841 0.077063 -0.154592 -0.19 0.07 0.06
N 1.839519 -0.939359 -0.432722 -0.08 -0.37 -0.14
C 2.231639 -2.223645 -0.240080 0.15 0.24 -0.04
C 3.538104 -2.659485 0.086968 0.01 0.01 0.05
C 3.857336 -4.001934 0.257070 -0.04 0.05 -0.01
C 2.903447 -4.996437 0.102011 0.01 0.06 -0.01
C 1.609189 -4.609370 -0.254156 0.04 -0.03 0.03
C 1.317994 -3.283032 -0.423512 -0.14 -0.03 -0.07
F 0.059346 -2.951021 -0.825373 -0.03 -0.01 0.04
H 0.971418 0.106811 3.953551 0.00 0.02 -0.02
H 0.731543 1.151325 2.562064 0.06 -0.04 0.04
H 2.075883 1.472514 3.679421 0.01 -0.01 -0.01
H 1.734897 -1.020690 1.970611 0.02 -0.04 -0.01
H 4.115451 -0.133151 3.684406 -0.02 -0.04 0.00
H 4.051484 -1.612480 2.708801 0.02 0.00 -0.04
H 2.958972 -1.417556 4.082873 0.02 0.02 -0.02
H 3.980810 1.904469 2.459450 -0.02 -0.02 -0.02
H 5.027368 3.174107 0.613734 -0.01 0.00 0.00
H 4.662065 2.438523 -1.719240 0.00 -0.03 0.01
H 3.951594 1.095970 -3.199982 0.04 0.01 -0.04
H 2.886572 -1.704415 -2.667630 0.03 0.02 0.00
H 4.596939 -1.268332 -2.607149 -0.01 0.00 0.00
H 3.691765 -1.102814 -4.123933 -0.01 0.00 0.04
H 1.089378 0.197298 -2.678583 0.08 0.04 -0.09
H 1.769385 0.499053 -4.274771 0.01 0.04 0.02
H 1.628066 1.831909 -3.120182 0.01 -0.03 -0.03
H 4.306396 -1.904587 0.205258 0.01 -0.02 0.01
H 4.877080 -4.271518 0.513112 0.00 0.03 0.01
H 3.147910 -6.041120 0.244871 -0.01 0.01 0.00
H 0.819411 -5.336582 -0.399697 -0.01 0.02 -0.02
C -4.153186 -1.990480 0.735983 -0.01 -0.13 -0.12
N -5.321528 -2.902452 0.769811 0.07 0.00 -0.01
C -5.656902 -3.260458 -0.608719 0.06 -0.01 0.02
N -4.545431 -3.897854 -1.323676 0.02 0.00 0.07
C -3.404762 -2.953427 -1.302088 -0.01 -0.06 0.07
N -3.012101 -2.609690 0.057607 -0.10 0.05 0.03
C -2.645370 -3.823913 0.775002 -0.11 0.03 0.01
N -3.769170 -4.791422 0.821234 0.00 0.07 -0.02
C -4.904769 -4.121507 1.468028 0.08 0.04 -0.06
C -4.153110 -5.088196 -0.561729 0.01 0.08 0.03
H -3.878977 -1.740277 1.759877 0.03 0.01 0.04
H -4.423222 -1.073337 0.211918 0.01 0.02 0.00
H -5.944199 -2.354938 -1.146917 0.00 0.01 -0.01
H -6.507066 -3.950568 -0.597837 -0.02 -0.01 0.00
H -3.683501 -2.045817 -1.840017 0.00 0.00 0.00
H -2.557198 -3.413451 -1.814213 0.01 0.01 -0.01
H -2.348005 -3.557320 1.790955 0.00 0.00 0.00
H -1.801798 -4.296257 0.271094 0.04 0.01 -0.01
H -4.616993 -3.856361 2.486743 0.00 0.00 0.02
H -5.749724 -4.816847 1.504685 -0.02 -0.02 -0.01
H -4.993169 -5.790317 -0.551313 -0.02 -0.01 0.00
H -3.306161 -5.560896 -1.064916 0.01 -0.01 -0.01
N 0.268194 1.644909 -0.450215 -0.03 0.04 -0.17
S -0.433411 2.677552 0.503630 -0.10 -0.06 0.13
C -1.692096 3.606743 -0.385683 0.04 0.00 0.02
C -2.186382 3.066617 -1.556652 -0.01 0.01 0.00
C -3.170745 3.753767 -2.254958 -0.05 0.04 -0.02
C -3.662645 4.955161 -1.763833 0.02 -0.02 0.00
C -3.172047 5.477861 -0.570435 0.01 -0.05 -0.04
C -2.180581 4.802801 0.124365 -0.03 0.01 -0.01
C 0.731296 4.035975 0.712986 0.07 -0.06 -0.12
C 1.143707 4.342766 1.996381 0.02 0.05 0.15
C 2.127508 5.308552 2.192189 -0.03 -0.06 0.00
C 2.697135 5.946798 1.102974 0.00 -0.02 -0.02
C 2.280051 5.629956 -0.186747 -0.05 -0.04 -0.02
C 1.296884 4.674184 -0.382534 0.04 0.14 -0.04
H 0.548787 2.037884 -1.345741 0.08 0.05 0.12
H -1.819325 2.109715 -1.899247 0.01 -0.09 -0.04
H -3.550507 3.329726 -3.176364 0.00 -0.02 0.02
H -4.438662 5.484386 -2.305266 0.02 -0.01 0.01
H -3.563446 6.410666 -0.181415 0.01 -0.02 0.00
H -1.792339 5.201882 1.054550 0.00 -0.01 -0.02
H 0.703506 3.819054 2.838104 0.04 0.00 -0.04
H 2.457076 5.545369 3.196402 0.00 -0.01 0.00
H 3.476731 6.683939 1.253594 -0.01 0.01 0.00
H 2.727434 6.125048 -1.040389 0.00 -0.01 0.02
H 0.962761 4.428092 -1.385150 0.03 -0.03 0.03
Se -2.683850 0.193044 -4.600666 -0.08 0.08 -0.12
C -1.711670 -0.254285 -3.159240 0.17 -0.17 0.16
N -1.076536 -0.545745 -2.230618 -0.39 0.10 -0.22
```
Forces are in eV/Å.


2.
Formula: C39H44N6O3Pd
Source: the OMol25 dataset
Level of theory: wB97M-V/def2-TZVPD

Results
Charge: +2
ΔE to the lowest compared entry with this formula, charge and spin: 231.08 kJ/mol
Expectation value of S²: 6.09
Orbital gap (spin up / spin down): 6.98 / 3.86 eV
HOMO level (spin up / spin down): -11.91 / -12.58 eV
LUMO level (spin up / spin down): -4.93 / -8.72 eV
Maximum force: 0.0449 hartree/bohr
Multiplicity: 5

XYZ file:
```
93
Properties=species:S:1:pos:R:3:forces:R:3
Pd -0.284759 0.942513 0.709973 0.57 -1.13 0.42
N -1.251959 2.227413 2.921573 -0.20 0.13 0.26
N -1.889859 1.166013 3.602873 0.11 0.29 0.20
C -2.366859 0.149913 2.845973 0.17 0.05 0.02
O -2.857359 -0.865887 3.535173 -0.25 0.51 0.20
O -2.294359 0.198613 1.626473 -0.10 0.10 -0.17
H -0.492259 2.592413 3.494373 -0.20 -0.24 -0.04
H -1.921359 2.979813 2.735273 0.14 -0.28 0.23
H -2.010059 1.177013 4.607573 0.04 0.02 -0.18
C 2.685941 -2.664087 -2.515327 -0.02 -0.05 -0.12
C 3.219741 -3.709387 -1.582627 -0.16 -0.13 0.23
C 4.344141 -4.445787 -1.946527 0.01 -0.02 0.10
C 4.850841 -5.445287 -1.137527 0.00 0.02 0.01
C 4.222841 -5.751187 0.061873 -0.05 -0.01 -0.10
C 3.100541 -5.041887 0.442073 0.07 0.12 0.01
C 2.610741 -4.012887 -0.359227 0.36 -0.20 -0.21
N 1.449641 -3.317387 0.076073 -0.22 -0.07 0.00
C 1.397041 -1.995787 0.385973 -0.37 0.12 0.49
N 2.533341 -1.278887 0.193573 0.27 -0.65 -0.26
C 2.800841 0.058513 0.459173 -0.34 0.59 0.24
C 1.807841 1.008713 0.765073 0.12 0.17 -0.10
C 2.213241 2.313213 1.047073 0.13 0.09 0.09
C 3.539141 2.701213 0.960273 -0.09 -0.02 -0.01
C 4.503241 1.751913 0.653273 -0.22 0.12 0.00
C 4.164941 0.433913 0.418773 -0.31 -0.03 0.08
C 5.253741 -0.564787 0.156573 -0.01 0.10 -0.03
N 0.341641 -1.437887 0.888573 0.22 1.08 -0.28
C -0.888259 -2.030187 1.163573 -0.22 -0.75 0.36
C -1.823459 -2.221887 0.123973 0.24 0.01 0.23
C -3.169659 -2.455887 0.437273 -0.38 -0.03 0.26
C -3.619359 -2.396187 1.719073 0.04 0.06 -0.14
C -2.688659 -2.207487 2.858473 0.29 -0.45 -0.32
C -1.244659 -2.249187 2.486673 0.15 0.07 -0.54
C -0.249159 -2.197387 3.592973 -0.03 0.04 -0.03
H 2.551141 -3.095687 -3.503427 -0.04 -0.02 -0.13
H 3.388741 -1.839987 -2.621827 0.04 0.15 0.00
H 1.733741 -2.264487 -2.181327 -0.09 0.03 -0.05
H 4.811141 -4.240287 -2.897927 0.09 0.05 -0.11
H 5.729141 -5.992387 -1.444827 0.05 -0.06 -0.03
H 4.603641 -6.542287 0.687773 0.02 -0.07 0.08
H 2.597741 -5.273187 1.369773 -0.04 0.00 0.11
H 0.678141 -3.885287 0.402073 0.02 0.22 -0.03
H 3.338341 -1.836587 -0.068427 -0.19 0.08 0.01
H 1.475041 3.054113 1.340073 0.12 -0.15 0.05
H 3.822541 3.726313 1.144173 0.06 0.11 0.08
H 5.543141 2.035013 0.614373 0.14 0.05 0.01
H 6.213441 -0.109887 0.382673 0.10 -0.06 -0.01
H 5.278141 -0.867487 -0.890127 -0.02 -0.15 -0.10
H 5.156041 -1.451287 0.782373 0.03 -0.12 0.02
H -1.511259 -2.117887 -0.905427 0.06 -0.03 -0.03
H -3.867459 -2.615087 -0.369327 -0.14 -0.04 -0.09
H -4.668559 -2.457487 1.955773 -0.19 -0.13 -0.03
H -2.939959 -2.873687 3.690973 0.08 0.13 -0.11
H -0.692859 -1.761887 4.484273 0.05 0.05 0.16
H 0.624341 -1.618787 3.296273 0.08 -0.01 0.08
H 0.077441 -3.204087 3.858573 0.08 -0.07 0.05
C -4.371859 -2.369287 -4.387627 -0.06 -0.07 -0.18
C -4.011859 -1.353387 -3.365027 0.06 0.18 0.37
C -4.978759 -0.845687 -2.503327 0.05 0.07 -0.02
C -4.689259 0.112013 -1.551727 0.25 0.03 0.00
C -5.799459 0.580313 -0.665527 -0.11 0.11 0.07
C -3.364759 0.612713 -1.454327 0.14 -0.43 -0.33
C -3.065559 1.621613 -0.481627 -0.71 -0.06 -0.06
O -1.968259 2.142113 -0.253027 0.43 0.49 0.13
C -2.368459 0.098113 -2.326027 -0.14 0.05 0.02
C -0.958559 0.592913 -2.301327 0.30 -0.08 0.30
C -2.708659 -0.877387 -3.245227 -0.05 0.10 0.03
H -5.181759 -3.007487 -4.043627 -0.02 -0.07 0.01
H -3.515559 -2.980087 -4.658327 0.03 -0.08 -0.05
H -4.720459 -1.862687 -5.288427 -0.01 -0.01 -0.09
H -5.992659 -1.205787 -2.583627 -0.15 -0.10 0.01
H -6.660559 -0.074987 -0.775427 -0.02 0.04 0.03
H -6.109259 1.586313 -0.952927 -0.07 0.05 0.11
H -5.511359 0.587413 0.384173 -0.05 0.00 0.06
H -3.924959 1.985013 0.099273 0.06 0.03 -0.08
H -0.931759 1.672113 -2.450627 0.08 0.02 0.06
H -0.373859 0.127613 -3.091927 0.05 -0.08 0.04
H -0.472459 0.374313 -1.314327 -0.20 0.00 -0.94
H -1.949959 -1.268387 -3.907327 0.13 -0.02 -0.07
N -0.216459 4.185313 0.107073 0.52 2.24 -0.22
C 0.496941 5.338513 0.248473 -0.76 -1.45 -0.13
C 0.453041 6.075313 1.447473 0.05 0.67 0.75
C 1.197241 7.226113 1.578673 -0.59 -0.59 0.46
C 2.003241 7.665913 0.531673 0.09 0.11 -0.02
C 2.061341 6.940713 -0.654627 -0.18 -0.61 -0.49
C 1.327541 5.785813 -0.796027 0.71 0.41 -0.63
H -1.044259 4.040913 0.667973 0.05 -0.43 0.09
H -0.223959 3.742213 -0.800727 -0.06 -0.28 0.04
H -0.159159 5.721113 2.265373 -0.05 0.03 0.05
H 1.164041 7.784413 2.501273 -0.03 0.03 0.07
H 2.588341 8.563013 0.643173 0.08 0.16 0.02
H 2.684941 7.285813 -1.463427 0.04 0.00 -0.11
H 1.368041 5.217913 -1.713327 0.04 -0.05 -0.11
```
Forces are in eV/Å.


3.
Formula: C39H44N6O3Pd
Source: the OMol25 dataset
Level of theory: wB97M-V/def2-TZVPD

Results
Charge: +2
ΔE to the lowest compared entry with this formula, charge and spin: 55.53 kJ/mol
Expectation value of S²: 6.06
Orbital gap (spin up / spin down): 8.12 / 5.89 eV
HOMO level (spin up / spin down): -12.74 / -13.69 eV
LUMO level (spin up / spin down): -4.62 / -7.80 eV
Maximum force: 0.0377 hartree/bohr
Multiplicity: 5

XYZ file:
```
93
Properties=species:S:1:pos:R:3:forces:R:3
Pd -0.355662 0.294589 0.181959 -0.65 0.49 1.76
N -0.098411 0.181129 2.498229 0.18 0.04 -0.15
N 1.152181 -0.396624 2.771990 -0.07 -0.16 0.14
C 2.127685 -0.445465 1.756580 -0.09 -0.03 -0.19
O 3.272799 -0.706598 2.087202 0.01 -0.04 -0.06
O 1.694352 -0.261904 0.560341 0.22 -0.15 -0.22
H -0.151709 1.150948 2.799759 0.03 0.02 0.06
H -0.814876 -0.347139 2.982523 -0.15 0.06 -0.09
H 1.509731 -0.298413 3.710771 0.04 0.09 -0.01
C -4.607047 -1.328329 2.935125 -0.01 -0.02 -0.07
C -5.607875 -1.840659 1.928379 0.02 -0.01 0.15
C -6.967749 -1.835874 2.237668 0.00 0.02 0.00
C -7.914562 -2.341197 1.361398 0.00 0.00 0.03
C -7.520693 -2.879778 0.143922 0.01 -0.01 -0.03
C -6.178705 -2.886396 -0.192960 -0.02 0.04 -0.06
C -5.237636 -2.361706 0.686717 0.10 -0.11 -0.10
N -3.852749 -2.408148 0.293001 -0.10 0.00 0.13
C -3.047467 -1.328421 0.204810 -0.45 0.20 -0.20
N -3.777617 -0.131359 0.134813 0.02 -0.44 0.04
C -3.410196 1.157269 0.226437 0.27 0.37 0.24
C -2.066441 1.532130 0.575387 0.04 -0.02 -0.79
C -1.841886 2.876618 0.860699 -0.20 -0.24 0.06
C -2.850616 3.803552 0.691061 -0.38 0.03 -0.06
C -4.155068 3.414626 0.251109 0.30 0.40 0.15
C -4.467610 2.118398 0.013904 0.01 -0.25 0.03
C -5.849922 1.682585 -0.390282 0.08 -0.02 0.04
N -1.769021 -1.364915 0.094598 0.49 -0.08 0.12
C -1.140608 -2.649373 0.112618 -0.19 -0.07 -0.05
C -0.601958 -3.126234 1.305656 0.07 0.03 0.04
C -0.010657 -4.378825 1.355670 0.01 0.01 -0.01
C 0.036549 -5.162900 0.207439 -0.02 0.00 0.00
C -0.483883 -4.674955 -0.980840 0.00 0.01 -0.04
C -1.071581 -3.410106 -1.058239 -0.05 -0.05 -0.15
C -1.617281 -2.903868 -2.372555 -0.01 -0.07 0.09
H -4.949512 -1.545641 3.945318 -0.01 0.00 -0.01
H -4.479062 -0.243756 2.866019 0.00 -0.02 -0.01
H -3.628707 -1.795216 2.807369 -0.02 -0.01 0.00
H -7.281209 -1.450732 3.200960 0.00 0.00 -0.03
H -8.961041 -2.331550 1.636222 0.02 0.00 0.00
H -8.252732 -3.290371 -0.538431 0.02 0.00 0.02
H -5.848295 -3.297175 -1.139674 -0.01 0.02 0.01
H -3.420211 -3.309895 0.155245 0.03 0.00 0.10
H -4.777315 -0.292889 0.056872 0.03 -0.06 -0.10
H -0.853945 3.213312 1.146259 0.03 0.01 -0.07
H -2.649506 4.854571 0.859772 -0.04 -0.01 -0.03
H -4.916653 4.173137 0.119810 0.05 0.04 0.02
H -6.464591 2.547791 -0.625969 0.01 0.01 0.01
H -6.356189 1.138949 0.415837 0.03 -0.01 -0.02
H -5.832035 1.041091 -1.275183 -0.01 0.02 0.00
H -0.643103 -2.504618 2.191046 0.01 -0.03 -0.01
H 0.398106 -4.745707 2.288568 -0.02 0.01 -0.01
H 0.469865 -6.153956 0.242204 0.02 0.03 -0.01
H -0.441508 -5.284937 -1.876435 0.02 0.02 0.02
H -0.943642 -3.160225 -3.191058 -0.02 0.00 0.01
H -1.759799 -1.824527 -2.359762 0.03 0.01 -0.02
H -2.582730 -3.360301 -2.604703 0.01 0.00 0.02
C 3.628577 -0.480230 -5.739718 -0.04 0.05 0.07
C 3.193445 0.237879 -4.491059 -0.02 -0.08 -0.09
C 4.082922 0.995422 -3.746809 0.09 0.01 0.02
C 3.700165 1.652246 -2.579819 0.13 0.06 0.01
C 4.746596 2.446350 -1.828493 -0.05 -0.10 -0.04
C 2.363394 1.562850 -2.156316 -0.05 0.04 0.19
C 2.003975 2.245108 -0.903188 0.01 -0.09 -0.17
O 0.906230 2.248110 -0.364702 -0.03 0.07 -0.03
C 1.429290 0.834123 -2.929746 -0.13 0.05 0.00
C -0.047172 0.809170 -2.625034 0.26 0.16 0.08
C 1.864467 0.167513 -4.060956 0.04 -0.03 -0.04
H 4.674521 -0.286302 -5.969056 -0.01 0.00 0.01
H 3.027661 -0.165258 -6.594002 0.00 0.00 0.01
H 3.495908 -1.558779 -5.632215 0.00 0.01 0.00
H 5.110257 1.083206 -4.083581 -0.03 0.00 0.01
H 5.704219 2.378212 -2.340611 -0.02 0.00 -0.01
H 4.886413 2.077361 -0.810939 -0.01 -0.01 -0.02
H 4.482676 3.502570 -1.768649 0.01 0.00 0.00
H 2.812477 2.800985 -0.415323 0.02 0.05 -0.05
H -0.453926 1.810521 -2.507995 -0.03 0.03 0.00
H -0.234158 0.286243 -1.664290 -0.11 -0.21 -0.63
H -0.607109 0.273112 -3.388117 0.04 -0.04 -0.02
H 1.146767 -0.386761 -4.658203 0.01 0.03 0.00
N 2.060841 -2.442835 -0.970946 0.08 -0.12 -0.09
C 3.332749 -2.472798 -0.625048 0.25 -0.04 0.13
C 3.737481 -3.209179 0.535263 -0.10 0.08 -0.15
C 5.053989 -3.233500 0.885772 0.13 0.00 -0.04
C 5.998193 -2.552445 0.104635 -0.01 0.04 -0.02
C 5.611073 -1.824521 -1.040829 0.11 -0.04 0.11
C 4.302579 -1.771379 -1.407150 -0.16 -0.05 0.08
H 1.356046 -2.822943 -0.352528 -0.06 -0.02 -0.06
H 1.760566 -1.843436 -1.727519 -0.02 0.03 0.03
H 2.985614 -3.723597 1.121246 0.00 0.05 -0.02
H 5.370791 -3.765969 1.771214 0.01 0.00 -0.02
H 7.041553 -2.577687 0.390193 -0.02 0.00 -0.01
H 6.358978 -1.302566 -1.622775 0.00 0.00 0.03
H 3.973956 -1.194114 -2.263077 -0.02 -0.04 -0.01
```
Forces are in eV/Å.


Q: Look up the charge of the third one.
A: +2


Q: Which value of expectation value of S² does entry 2 give?
A: 6.09


Q: What is the formula in the third record?
A: C39H44N6O3Pd